# 1
Formula: C4H9O2
Source: the Open Molecules 2025 dataset
Level of theory: ωB97M-V/def2-TZVPD

Each line ends with the Mulliken charge.
Geometry (Å):
C  -1.4394  -1.1567  1.5006  -0.75
C  -0.6549  -1.1112  2.8089  -0.76
H  -1.4235  -0.2031  0.9731  0.19
H  -0.9920  -1.9272  0.8822  0.26
H  -2.5067  -1.3771  1.6327  0.31
H  0.2714  -0.5602  2.6340  0.21
H  -1.1696  -0.5448  3.5949  0.27
H  -0.4689  -2.1252  3.1710  0.25
C  1.6813  1.0867  -0.6261  -0.78
C  0.3766  0.5592  -1.3369  0.57
O  -0.5150  1.3978  -1.5639  -0.73
O  0.3976  -0.6741  -1.5656  -0.72
H  1.6243  2.1517  -0.4554  0.27
H  2.5269  0.8105  -1.2576  0.25
H  1.8033  0.5130  0.2897  0.14

The calculation puts the HOMO energy at -3.8 eV. The energy relative to the best compared isomer or geometry (same formula, charge and spin) is 3.9 kcal/mol. The calculation puts the HOMO-LUMO gap at 7.77 eV. Its total charge is -1.

***

# 2
Formula: C4H9O2
Source: the Open Molecules 2025 dataset
Level of theory: ωB97M-V/def2-TZVPD

Each line ends with the Mulliken charge.
Geometry (Å):
C  -1.1645  -1.1560  -0.3422  -1.38
C  2.2656  0.0290  0.0715  -0.02
C  -0.6230  0.9423  0.9760  -1.56
C  -0.3581  0.1051  -0.1922  1.30
O  -0.0674  0.7379  -1.3184  -0.45
O  1.2814  -0.5660  0.4297  -0.33
H  -2.0644  -0.9589  -1.0219  0.41
H  -1.7751  -1.5690  0.5047  0.34
H  3.2854  -0.1358  0.4413  0.29
H  2.0877  0.7421  -0.6189  0.32
H  -0.7224  -1.9572  -0.8967  0.42
H  -0.2553  1.8922  0.9677  0.46
H  -0.3406  0.4505  1.9387  0.39
H  -1.6172  1.1646  1.2488  0.43
H  0.0680  0.2793  -2.1880  0.39

The calculation puts the HOMO energy at -16.5 eV. The energy relative to the best compared isomer or geometry (same formula, charge and spin) is 26.8 kcal/mol. The calculation puts the HOMO-LUMO gap at 11.88 eV. Its total charge is +1.

***

# 3
Formula: C4H9O2P
Source: the Open Molecules 2025 dataset
Level of theory: ωB97M-V/def2-TZVPD

Each line ends with the Mulliken charge.
Geometry (Å):
C  3.2205  -0.3394  0.2158  -0.74
C  1.9789  -0.6845  0.4112  0.04
C  0.8374  -0.4923  -0.5494  -0.46
O  -0.2739  0.2494  -0.1554  -0.25
P  -1.5973  -0.4140  0.4051  0.61
C  -2.9097  0.8227  -0.0309  -0.86
O  -1.8974  -1.6530  -0.3572  -0.67
H  3.4724  0.4484  -0.4108  0.32
H  3.9277  -0.6886  0.9264  0.27
H  1.6121  -1.2098  1.3234  0.21
H  1.3161  0.0012  -1.5664  0.21
H  0.3761  -1.4232  -0.9178  0.33
H  -1.4954  -0.5922  1.8788  0.09
H  -3.7962  0.6529  0.6640  0.31
H  -2.6518  1.8708  0.1226  0.34
H  -2.9248  0.5505  -1.1234  0.24

The calculation puts the HOMO energy at -10.1 eV. The SMILES is C=CCO[P@@H](C)=O. The energy relative to the best compared isomer or geometry (same formula, charge and spin) is 45.7 kcal/mol. The calculation puts the HOMO-LUMO gap at 11.11 eV. Its total charge is 0.

***

# 4
Formula: C4H9O2S
Source: the Open Molecules 2025 dataset
Level of theory: ωB97M-V/def2-TZVPD

Each line ends with the Mulliken charge.
Geometry (Å):
C  -0.4533  0.7723  -1.9476  -1.20
C  0.9201  0.2186  -1.5780  -0.06
S  2.0768  1.5981  -1.2662  -0.31
H  -0.4364  1.4445  -2.8220  0.37
H  -0.8453  1.3420  -1.0982  0.30
H  -1.1350  -0.0413  -2.1048  0.29
H  0.8266  -0.3585  -0.6205  0.25
H  1.3207  -0.3986  -2.4243  0.28
H  3.1518  0.8293  -0.9418  0.08
O  -1.1563  -0.7434  0.3370  -0.73
C  -0.3928  -0.6918  1.3446  0.69
O  0.8726  -0.5333  1.3136  -0.76
C  -1.0496  -0.8245  2.7272  -0.92
H  -0.2780  -0.8958  3.5050  0.27
H  -1.7078  0.0203  2.8737  0.22
H  -1.7141  -1.7381  2.7021  0.23

The calculation puts the HOMO energy at -4.3 eV. The energy relative to the best compared isomer or geometry (same formula, charge and spin) is 10.9 kcal/mol. The calculation puts the HOMO-LUMO gap at 7.76 eV. Its total charge is -1.

***

# 5
Formula: C4H9O2S
Source: the Open Molecules 2025 dataset
Level of theory: ωB97M-V/def2-TZVPD

Each line ends with the Mulliken charge.
Geometry (Å):
C  -3.4211  1.5110  -0.6332  -0.95
C  1.3263  -1.1744  0.5096  -1.29
C  0.1915  -0.2170  0.5113  0.05
C  -0.5344  0.0328  -0.7695  -1.07
O  -2.5598  -0.0266  1.2340  -0.67
O  -3.3502  -1.2754  -0.7762  -0.70
S  -2.7410  0.0064  -0.1933  0.97
H  -3.4895  1.4651  -1.6790  0.28
H  -2.5987  2.1974  -0.4662  0.22
H  2.3403  -0.8354  0.1434  0.33
H  1.6574  -1.2439  1.5293  0.37
H  1.3371  -2.1472  0.0309  0.33
H  0.3718  0.7844  1.0780  0.22
H  -0.5963  -0.6513  1.1480  0.21
H  -0.2690  1.0641  -1.0819  0.27
H  -0.4621  -0.7886  -1.4363  0.41

The calculation puts the HOMO energy at -3.3 eV. The energy relative to the best compared isomer or geometry (same formula, charge and spin) is 101.9 kcal/mol. The calculation puts the HOMO-LUMO gap at 7.03 eV. Its total charge is -1.

***

# 6
Formula: C4H9O3
Source: the Open Molecules 2025 dataset
Level of theory: ωB97M-V/def2-TZVPD

Each line ends with the Mulliken charge.
Geometry (Å):
C  -0.1058  -1.6289  0.9736  -0.31
C  1.2646  -1.1516  0.5743  -0.89
C  -1.2724  -0.9898  0.0667  0.40
O  -0.8947  -1.0410  -1.1483  -0.72
O  -2.3994  -0.7476  0.4674  -0.73
H  -0.1852  -2.7706  0.6906  0.14
H  -0.2488  -1.6511  2.0151  0.39
H  1.5786  -0.0906  0.8208  0.17
H  1.4925  -1.2804  -0.5114  0.21
H  1.9824  -1.6955  1.1614  0.38
C  0.6472  2.2152  -0.8291  -0.61
O  1.8520  2.7508  -0.0143  -0.53
H  2.4705  2.6094  -0.6493  0.27
H  0.4498  3.0654  -1.3992  0.34
H  -0.1356  2.0932  -0.0516  0.15
H  0.9308  1.3530  -1.2272  0.36

The calculation puts the HOMO energy at -3.9 eV. The energy relative to the best compared isomer or geometry (same formula, charge and spin) is 49.4 kcal/mol. The calculation puts the HOMO-LUMO gap at 7.49 eV. Its total charge is -1.

***

# 7
Formula: C4H9O3
Source: the Open Molecules 2025 dataset
Level of theory: ωB97M-V/def2-TZVPD

Each line ends with the Mulliken charge.
Geometry (Å):
C  -1.8636  1.3625  0.9323  -0.30
C  -1.6946  1.7434  -0.5331  -1.02
O  -0.9418  0.4226  1.3985  -0.56
H  -1.7874  2.2933  1.5198  0.24
H  -2.8812  0.9687  1.0515  0.28
H  -2.2505  1.0536  -1.1748  0.22
H  -0.1401  0.3987  0.7895  0.40
H  -0.6604  1.7493  -0.8693  0.31
H  -2.1744  2.6729  -0.7047  0.40
C  0.1979  -1.7477  -0.8084  -0.78
C  1.3999  -0.8739  -0.4239  0.55
O  1.2081  0.3571  -0.1585  -0.76
O  2.5159  -1.4387  -0.4425  -0.74
H  -0.0935  -1.4381  -1.8153  0.17
H  -0.6103  -1.6283  -0.0928  0.30
H  0.5346  -2.7748  -0.8925  0.29

The calculation puts the HOMO energy at -4.3 eV. The energy relative to the best compared isomer or geometry (same formula, charge and spin) is 9.5 kcal/mol. The calculation puts the HOMO-LUMO gap at 8.28 eV. Its total charge is -1.

***

# 8
Formula: C4H9O3Rb
Source: the Open Molecules 2025 dataset
Level of theory: ωB97M-V/def2-TZVPD

Each line ends with the Mulliken charge.
Geometry (Å):
H  -2.3679  1.0340  1.3160  0.35
O  -1.3162  2.4323  0.2076  -0.27
C  -0.2294  1.6689  -0.0158  0.81
O  -0.3161  0.4628  -0.1539  -0.54
Rb  0.8746  -2.8358  0.1636  0.99
O  0.7760  2.4272  -0.2474  -0.29
C  2.0414  1.8275  -0.5842  -0.58
H  2.4139  1.2638  0.2781  0.29
H  1.9244  1.1861  -1.4649  0.30
H  2.7040  2.6649  -0.8090  0.24
C  -2.4762  1.8330  0.5674  -0.32
H  -3.2424  2.5720  0.7992  0.49
H  -2.8051  0.8220  -0.2304  0.14
C  -3.1275  1.3858  -1.2388  -0.62
H  -2.2425  1.4345  -1.9252  0.33
H  -3.6697  0.4639  -1.5014  0.38
H  -3.7974  2.2140  -1.0079  0.31

The calculation puts the HOMO energy at -18.8 eV. The calculation puts the HOMO-LUMO gap at 11.51 eV. Its total charge is +2.

***

# 9
Formula: C4H9O3S
Source: the Open Molecules 2025 dataset
Level of theory: ωB97M-V/def2-TZVPD

Each line ends with the Mulliken charge.
Geometry (Å):
O  1.2582  0.3106  -1.6666  -0.71
C  1.4464  -0.3882  -0.6620  0.40
O  2.5158  -0.9734  -0.3398  -0.71
C  0.2619  -0.8823  0.2649  -0.56
C  -1.1010  -0.4092  -0.1458  -0.37
C  -2.1575  -0.1649  0.9445  -0.67
S  -3.8158  0.1452  0.2335  -0.24
H  0.4818  -0.4765  1.2570  0.24
H  0.3341  -1.9776  0.1957  0.22
H  -0.9968  0.4392  -0.8404  0.39
H  -1.6249  -1.1370  -0.7942  0.23
H  -2.2006  -1.1225  1.4802  0.31
H  -1.8911  0.5884  1.6738  0.39
H  -3.6267  1.4196  0.0728  0.09
H  4.3143  1.1703  -0.1654  0.31
H  2.9767  1.5581  -0.9110  0.37
O  3.8251  1.9002  -0.5973  -0.68

The calculation puts the HOMO energy at -4.4 eV. The energy relative to the best compared isomer or geometry (same formula, charge and spin) is 12.0 kcal/mol. The calculation puts the HOMO-LUMO gap at 7.31 eV. Its total charge is -1.

***

# 10
Formula: C4H9O4
Source: the Open Molecules 2025 dataset
Level of theory: ωB97M-V/def2-TZVPD

Each line ends with the Mulliken charge.
Geometry (Å):
C  0.0454  -0.4291  1.4727  -0.56
O  1.2518  -0.8790  1.8607  -0.75
C  0.1852  0.6743  0.3143  -0.52
C  -1.1286  0.7785  -0.4106  -0.27
C  -0.8649  1.5694  -1.7013  0.44
O  0.1767  0.9699  -2.2335  -0.35
O  -1.4435  2.5047  -2.1505  -0.58
H  -0.4642  -1.3004  0.9399  0.15
H  -0.3338  0.1757  2.3212  0.31
H  0.8537  0.1896  -0.4709  0.23
H  0.7722  1.5815  0.4438  0.39
H  -1.7351  -0.1451  -0.5436  0.30
H  -1.8328  1.4285  0.3682  0.18
H  0.7417  1.3306  -2.7960  0.25
H  1.4963  -1.9809  1.1836  0.40
H  0.7545  -3.3470  0.4408  0.21
O  1.5254  -3.1213  0.9612  -0.84

The calculation puts the HOMO energy at -3.5 eV. The energy relative to the best compared isomer or geometry (same formula, charge and spin) is 84.5 kcal/mol. The calculation puts the HOMO-LUMO gap at 6.61 eV. Its total charge is -1.

***

What is the total charge in the second record? +1

***

Which value of total charge does entry 2 give? +1

***

Among the records above, which one has the highest total charge? C4H9O3Rb